(1)
C8H23N7O7Zn | ωB97M-V/def2-TZVPD

2S+1   1
E_LUMO   0.002 Ha
Total charge   0
Frontier orbital gap   4.89 eV

Last column: natural (NBO) charge in e.
Positions of all 46 atoms, in Å:
1 Zn -0.14 1.37 -0.81  1.72
2 C -1.39 3.00 -2.12  0.91
3 O -1.81 2.42 -1.05  -0.98
4 O -0.17 2.72 -2.37  -0.96
5 O -2.05 3.16 -3.19  -0.80
6 C 2.26 -0.31 -2.06  0.80
7 O 1.56 0.60 -1.58  -0.73
8 N 1.87 -0.99 -3.14  -0.81
9 N 3.52 -0.60 -1.71  -0.82
10 H 2.54 -1.62 -3.54  0.38
11 H 1.10 -0.62 -3.66  0.42
12 H 4.08 -1.09 -2.38  0.38
13 H 4.04 -0.09 -1.01  0.41
14 C -1.52 -1.34 -2.06  0.80
15 O -1.23 -0.39 -1.35  -0.73
16 N -1.21 -1.35 -3.36  -0.83
17 N -2.27 -2.38 -1.63  -0.86
18 H -0.97 -0.53 -3.88  0.43
19 H -1.58 -2.14 -3.87  0.38
20 H -2.63 -2.06 -0.74  0.43
21 H -2.31 -3.26 -2.10  0.41
22 C 1.59 3.07 1.34  0.79
23 O 1.29 2.61 0.24  -0.69
24 N 0.78 3.28 2.42  -0.85
25 N 2.89 3.11 1.64  -0.84
26 H -0.21 3.26 2.22  0.41
27 H 1.03 3.56 3.35  0.40
28 H 3.43 3.01 0.80  0.42
29 H 3.20 3.49 2.52  0.39
30 C 1.33 -0.70 2.19  -0.62
31 C -0.03 -0.76 1.41  -0.07
32 C -0.99 -1.70 2.12  -0.07
33 O -2.29 -1.50 1.58  -0.57
34 C -3.31 -2.28 2.15  -0.25
35 N -0.61 0.53 1.11  -0.90
36 H 1.18 -0.53 3.26  0.20
37 H 2.02 0.07 1.85  0.23
38 H 1.83 -1.64 1.99  0.21
39 H 0.25 -1.28 0.50  0.20
40 H -1.07 -1.39 3.17  0.16
41 H -0.71 -2.76 2.09  0.18
42 H -3.13 -3.36 2.23  0.17
43 H -4.13 -2.07 1.45  0.20
44 H -3.63 -1.86 3.10  0.18
45 H -1.58 0.24 0.92  0.42
46 H -0.82 1.09 1.93  0.37

***

(2)
C8H23OSi2 | ωB97M-V/def2-TZVPD

2S+1   1
E_LUMO   -0.094 Ha
Total charge   +1
Frontier orbital gap   11.07 eV

Last column: natural (NBO) charge in e.
Positions of all 34 atoms, in Å:
1 C 3.68 1.99 -0.91  -0.60
2 C -3.67 0.53 0.50  -1.16
3 C -1.51 1.30 -1.85  -1.13
4 C -1.09 -2.39 -1.72  -1.11
5 C -0.05 -3.23 1.16  -1.13
6 C 3.44 1.21 0.42  -0.45
7 C 1.97 1.51 0.99  -0.12
8 C 1.42 0.97 2.01  -0.50
9 O -0.97 -0.33 0.55  -1.10
10 Si -1.95 1.06 -0.01  1.61
11 Si -1.29 -2.14 0.17  1.57
12 H 2.77 2.04 -1.47  0.19
13 H 4.55 1.54 -1.52  0.23
14 H 3.90 2.99 -0.64  0.21
15 H -4.27 -0.19 -0.16  0.28
16 H -3.38 0.03 1.43  0.25
17 H -4.40 1.44 0.59  0.29
18 H -1.06 2.24 -1.97  0.26
19 H -0.74 0.58 -2.33  0.26
20 H -2.36 1.21 -2.44  0.25
21 H -0.16 -2.08 -2.06  0.25
22 H -1.18 -3.54 -1.97  0.28
23 H -1.86 -1.79 -2.27  0.26
24 H -0.43 -3.72 2.00  0.27
25 H 0.26 -4.17 0.67  0.27
26 H 0.81 -2.74 1.57  0.26
27 H 3.52 0.18 0.21  0.21
28 H 4.33 1.42 1.09  0.23
29 H 1.44 2.11 0.27  0.19
30 H -0.13 0.05 0.86  0.57
31 H 0.46 1.34 2.47  0.22
32 H 1.99 0.38 2.80  0.23
33 H -1.45 2.20 0.70  -0.18
34 H -2.59 -2.01 0.88  -0.17

***

(3)
C8H24B2O28 | ωB97M-V/def2-TZVPD

2S+1   1
E_LUMO   0.135 Ha
Total charge   -2
Frontier orbital gap   9.01 eV

Last column: natural (NBO) charge in e.
Positions of all 62 atoms, in Å:
1 O -0.18 -2.77 2.80  -0.62
2 C 0.25 -1.98 1.96  0.73
3 O -0.42 -1.46 1.02  -0.63
4 B 0.49 -0.65 0.14  1.19
5 O 1.81 -0.59 0.86  -0.67
6 C 1.73 -1.35 1.92  0.71
7 O 2.62 -1.53 2.78  -0.59
8 O 0.00 0.72 -0.20  -0.65
9 C -0.17 0.80 -1.55  0.69
10 O -0.58 1.72 -2.25  -0.56
11 C 0.31 -0.50 -2.15  0.71
12 O 0.57 -1.33 -1.13  -0.67
13 O 0.32 -0.71 -3.40  -0.60
14 O 1.48 4.04 2.53  -0.60
15 C 0.38 3.54 2.74  0.71
16 O 0.02 2.30 2.69  -0.64
17 B -1.41 2.07 2.97  1.15
18 O -1.91 3.37 3.41  -0.67
19 C -0.92 4.30 3.23  0.68
20 O -1.05 5.50 3.40  -0.56
21 O -2.10 1.55 1.77  -0.64
22 C -2.71 0.44 2.16  0.67
23 O -3.35 -0.37 1.47  -0.58
24 C -2.42 0.20 3.64  0.67
25 O -1.66 1.09 3.99  -0.61
26 O -2.70 -0.81 4.27  -0.60
27 O -4.13 2.23 -1.10  -0.94
28 H -3.21 2.35 -1.34  0.48
29 H -4.34 1.34 -1.39  0.47
30 O 3.70 0.06 4.74  -0.95
31 H 3.43 -0.76 4.33  0.49
32 H 4.60 0.20 4.45  0.45
33 O 3.34 1.64 -0.12  -0.95
34 H 4.10 1.09 -0.30  0.46
35 H 2.68 1.03 0.22  0.48
36 O 3.42 -2.11 -1.76  -0.95
37 H 3.81 -2.39 -0.93  0.47
38 H 2.68 -1.56 -1.50  0.48
39 O 1.02 4.12 -0.35  -0.96
40 H 1.41 3.93 0.50  0.49
41 H 0.86 3.26 -0.75  0.47
42 O -2.48 -2.41 -0.79  -0.96
43 H -3.05 -2.89 -0.18  0.48
44 H -1.95 -1.85 -0.23  0.48
45 O -2.72 -4.60 1.45  -0.96
46 H -2.34 -3.93 2.02  0.49
47 H -2.14 -5.35 1.55  0.47
48 O 0.84 1.24 -5.75  -0.95
49 H 1.67 1.35 -5.29  0.47
50 H 0.30 0.72 -5.16  0.49
51 O -2.00 4.64 -2.80  -0.96
52 H -1.46 3.85 -2.77  0.48
53 H -1.70 5.18 -2.07  0.47
54 O -0.99 -2.65 -5.23  -0.96
55 H -1.79 -2.41 -4.77  0.47
56 H -0.32 -2.07 -4.87  0.49
57 O 0.73 -5.25 2.51  -0.97
58 H 0.19 -5.77 3.10  0.45
59 H 0.43 -4.35 2.65  0.49
60 O 2.38 -1.43 -5.72  -0.94
61 H 2.26 -2.04 -6.45  0.46
62 H 2.40 -1.99 -4.94  0.48

***

(4)
C8H24BCaF5O4 | ωB97M-V/def2-TZVPD

2S+1   1
E_LUMO   0.012 Ha
Total charge   0
Frontier orbital gap   9.78 eV

Last column: natural (NBO) charge in e.
Positions of all 43 atoms, in Å:
1 Ca 12.72 -4.08 -7.52  1.84
2 B 11.86 -6.89 -7.38  1.29
3 F 11.36 -6.70 -8.61  -0.56
4 F 13.19 -6.80 -7.52  -0.56
5 F 11.49 -5.80 -6.68  -0.59
6 F 11.38 -8.00 -6.75  -0.54
7 F 13.38 -1.91 -7.99  -0.95
8 C 8.76 -4.42 -9.67  -0.66
9 C 9.47 -4.02 -8.43  -0.08
10 O 10.83 -3.69 -8.79  -0.79
11 H 7.98 -5.14 -9.41  0.23
12 H 9.44 -5.03 -10.27  0.23
13 H 8.38 -3.52 -10.14  0.21
14 H 9.36 -4.70 -7.58  0.21
15 H 9.07 -3.14 -7.94  0.16
16 H 10.71 -3.04 -9.49  0.49
17 C 16.57 -5.69 -5.32  -0.66
18 C 15.74 -5.34 -6.54  -0.07
19 O 14.48 -4.88 -6.08  -0.78
20 H 17.38 -4.96 -5.24  0.22
21 H 17.14 -6.62 -5.42  0.23
22 H 16.17 -5.62 -4.31  0.21
23 H 15.64 -6.18 -7.24  0.20
24 H 16.18 -4.47 -7.01  0.18
25 H 14.41 -4.98 -5.13  0.49
26 C 10.04 -2.62 -4.10  -0.64
27 C 11.14 -2.08 -5.14  -0.05
28 O 12.13 -3.05 -5.22  -0.75
29 H 9.76 -3.63 -4.41  0.22
30 H 9.25 -1.87 -4.04  0.22
31 H 10.60 -2.65 -3.17  0.19
32 H 11.52 -1.11 -4.82  0.17
33 H 10.67 -1.91 -6.11  0.18
34 H 12.30 -3.30 -4.30  0.48
35 C 12.68 -3.80 -11.56  -0.62
36 C 13.12 -4.98 -10.71  -0.08
37 O 13.84 -4.51 -9.54  -0.79
38 H 12.11 -4.15 -12.42  0.22
39 H 13.50 -3.12 -11.80  0.21
40 H 11.94 -3.24 -10.99  0.19
41 H 13.74 -5.70 -11.23  0.18
42 H 12.11 -5.36 -10.52  0.22
43 H 14.64 -4.07 -9.83  0.50

***

(5)
C8H24Be2NO11 | ωB97M-V/def2-TZVPD

2S+1   1
E_LUMO   -0.546 Ha
Total charge   +3
Frontier orbital gap   2.38 eV

Last column: natural (NBO) charge in e.
Positions of all 46 atoms, in Å:
1 Be -9.25 -5.25 18.40  1.62
2 Be -11.01 -6.72 13.00  1.19
3 N -12.11 -5.51 16.09  0.74
4 O -11.11 -5.11 16.71  -0.55
5 O -13.22 -5.27 16.55  -0.38
6 O -12.06 -6.18 15.00  -0.62
7 C -16.12 -7.24 13.62  -0.09
8 C -16.22 -6.56 15.01  -0.09
9 O -17.21 -7.14 15.82  -0.65
10 O -15.58 -8.52 13.73  -0.53
11 H -15.42 -6.71 12.98  0.19
12 H -17.10 -7.33 13.13  0.24
13 H -16.44 -5.50 14.86  0.22
14 H -15.26 -6.76 15.48  0.18
15 H -18.05 -6.95 15.38  0.50
16 H -15.86 -8.92 14.59  0.51
17 C -11.65 -6.61 20.31  -0.10
18 C -12.25 -5.26 20.05  -0.10
19 O -11.26 -4.37 19.49  -0.80
20 O -10.80 -6.95 19.18  -0.77
21 H -12.42 -7.35 20.51  0.25
22 H -10.97 -6.56 21.17  0.20
23 H -12.65 -4.76 20.93  0.25
24 H -13.06 -5.36 19.32  0.21
25 H -11.59 -3.46 19.56  0.55
26 H -10.27 -7.74 19.36  0.52
27 C -13.69 -8.64 17.60  -0.09
28 C -14.60 -9.85 17.43  -0.10
29 O -15.51 -9.73 16.33  -0.67
30 O -14.43 -7.52 18.03  -0.70
31 H -13.15 -8.50 16.66  0.17
32 H -12.96 -8.88 18.37  0.18
33 H -15.20 -10.08 18.31  0.22
34 H -14.06 -10.77 17.19  0.22
35 H -16.18 -9.08 16.61  0.49
36 H -14.39 -6.84 17.36  0.48
37 C -12.86 -1.70 17.73  -0.09
38 C -13.13 -0.58 18.71  -0.11
39 O -12.14 -0.58 19.74  -0.68
40 O -13.33 -2.91 18.27  -0.74
41 H -11.77 -1.77 17.54  0.14
42 H -13.27 -1.46 16.74  0.20
43 H -14.16 -0.65 19.08  0.22
44 H -13.08 0.43 18.29  0.21
45 H -11.29 -0.39 19.32  0.47
46 H -13.23 -3.67 17.68  0.48

***

(6)
C8H24BeNO11 | ωB97M-V/def2-TZVPD

2S+1   2
E_LUMO (spin up / spin down)   -0.312 / -0.372 Ha
Total charge   +2
Frontier orbital gap (spin up / spin down)   7.93 / 6.30 eV

Last column: natural (NBO) charge in e.
Positions of all 45 atoms, in Å:
1 Be -0.75 -21.41 16.16  1.60
2 N 1.01 -24.29 18.01  0.71
3 O 1.75 -24.90 17.28  -0.12
4 O 0.19 -23.63 17.43  -0.36
5 O 1.31 -24.19 19.19  -0.21
6 C 0.76 -23.03 13.75  -0.10
7 C -0.08 -22.12 12.82  -0.11
8 O -0.85 -21.32 13.73  -0.77
9 O 1.20 -22.44 14.92  -0.74
10 H 1.54 -23.50 13.14  0.22
11 H 0.12 -23.85 14.07  0.16
12 H -0.53 -22.60 11.95  0.23
13 H 0.61 -21.50 12.26  0.20
14 H -1.39 -20.87 13.08  0.51
15 H 1.77 -23.06 15.38  0.52
16 C -3.37 -23.95 15.20  -0.09
17 C -3.68 -23.43 13.78  -0.10
18 O -4.63 -22.40 13.93  -0.73
19 O -3.08 -22.80 16.19  -0.76
20 H -2.58 -24.70 15.12  0.19
21 H -4.25 -24.44 15.62  0.21
22 H -4.13 -24.32 13.35  0.21
23 H -2.72 -23.16 13.32  0.15
24 H -5.13 -22.34 13.12  0.50
25 H -3.50 -22.05 15.77  0.50
26 C -2.89 -20.58 18.83  -0.10
27 C -2.94 -19.49 17.83  -0.11
28 O -3.03 -19.77 16.46  -0.73
29 O -1.79 -21.53 18.49  -0.78
30 H -3.88 -21.00 19.00  0.21
31 H -2.56 -20.34 19.85  0.21
32 H -2.14 -18.77 18.04  0.17
33 H -3.85 -18.98 18.15  0.21
34 H -3.00 -18.96 15.93  0.50
35 H -1.51 -21.81 19.37  0.51
36 C 0.52 -18.09 16.29  -0.11
37 C 1.51 -19.06 17.05  -0.12
38 O 1.07 -20.30 17.62  -0.74
39 O -0.28 -18.88 15.46  -0.73
40 H 1.15 -17.39 15.74  0.21
41 H 0.04 -17.55 17.11  0.18
42 H 2.16 -18.53 17.74  0.22
43 H 2.18 -19.37 16.25  0.19
44 H 0.82 -20.04 18.51  0.50
45 H -0.99 -18.27 15.24  0.49

***

Computed DFT total energy, in the same sequence as the records: -3007.9896; -972.5836; -2476.2904; -1822.2709; -1229.4581; -1215.3999 Eh.